1.
{
  "formula": "C44H37FN7O4PtSSb",
  "method": "ωB97M-V/def2-TZVPD",
  "gap_ev": 7.55,
  "de_lowest_kj_mol": 0.0,
  "e_homo_ev": -7.0,
  "elements": ["Pt", "C", "C", "C", "C", "C", "N", "C", "C", "C", "C", "C", "C", "C", "N", "C", "C", "C", "N", "C", "C", "N", "C", "C", "C", "N", "H", "H", "H", "H", "H", "H", "H", "H", "H", "H", "H", "H", "H", "H", "H", "H", "H", "H", "S", "Sb", "C", "C", "C", "C", "C", "C", "C", "C", "C", "C", "C", "C", "C", "C", "C", "C", "C", "C", "H", "H", "H", "H", "H", "H", "H", "H", "H", "H", "H", "H", "H", "H", "H", "F", "C", "C", "N", "C", "C", "O", "O", "C", "O", "N", "C", "O", "H", "H", "H", "H"],
  "xyz": [[-0.61977, 0.83297, 1.13436], [3.94877, 2.27489, -3.63288], [2.99809, 2.42434, -2.47585], [2.04641, 3.44103, -2.44148], [1.11132, 3.52363, -1.42794], [1.09933, 2.61264, -0.36314], [0.11757, 2.60570, 0.61452], [-0.55310, 3.77066, 0.96075], [0.15122, 4.93491, 1.29361], [-0.48776, 6.07677, 1.72998], [-1.87158, 6.11266, 1.89426], [-2.56447, 7.32375, 2.45827], [-2.58386, 4.97433, 1.55941], [-1.94906, 3.84003, 1.06172], [-2.78444, 2.77713, 0.59832], [-4.01121, 2.90431, 0.04898], [-4.49869, 1.64460, -0.20451], [-3.48912, 0.77618, 0.21509], [-2.46560, 1.47123, 0.69382], [2.10978, 1.63886, -0.36911], [3.00552, 1.52346, -1.42344], [2.29223, 0.77668, 0.75178], [3.47066, 0.34886, 1.24662], [3.21278, -0.43344, 2.34658], [1.82150, -0.43490, 2.47072], [1.28091, 0.28799, 1.49805], [4.14835, 3.23774, -4.10348], [3.53472, 1.61290, -4.39690], [4.90133, 1.85162, -3.31275], [2.01265, 4.16522, -3.24767], [0.35388, 4.29638, -1.45455], [1.23085, 4.91082, 1.21403], [0.10171, 6.95118, 1.98097], [-1.99377, 8.23004, 2.25682], [-2.68019, 7.24068, 3.54120], [-3.55915, 7.44878, 2.02958], [-3.65967, 4.96128, 1.68806], [-4.43045, 3.87692, -0.13631], [-5.44279, 1.38731, -0.64981], [-3.42193, -0.29830, 0.18821], [3.71434, 0.70357, -1.41891], [4.39620, 0.66066, 0.79650], [3.92782, -0.92244, 2.98372], [1.16667, -0.90085, 3.18869], [1.61573, -2.09439, -1.08697], [1.81656, -4.30673, -0.76372], [2.01996, -4.86463, 1.25346], [1.51713, -3.98418, 2.20576], [1.52371, -4.33656, 3.54935], [2.05176, -5.56106, 3.93419], [2.57407, -6.43088, 2.98492], [2.55537, -6.08833, 1.63998], [0.11679, -5.39150, -1.38782], [-0.59814, -6.17869, -0.49099], [-1.78236, -6.78356, -0.89394], [-2.23889, -6.61432, -2.19408], [-1.50949, -5.85191, -3.09838], [-0.33292, -5.23877, -2.69599], [3.36554, -5.26885, -1.81688], [3.26340, -6.62900, -2.09338], [4.29784, -7.27613, -2.75636], [5.42567, -6.56479, -3.14088], [5.52248, -5.20589, -2.87064], [4.49072, -4.55487, -2.20987], [1.13206, -3.01703, 1.90377], [1.10623, -3.65293, 4.27758], [2.06109, -5.84045, 4.98002], [2.99467, -7.37943, 3.29295], [2.96173, -6.77104, 0.90164], [-0.23911, -6.32042, 0.52319], [-2.35050, -7.37921, -0.19024], [-3.16644, -7.07794, -2.50581], [-1.87118, -5.71362, -4.10934], [0.21050, -4.61354, -3.39528], [2.37349, -7.18064, -1.81110], [4.21945, -8.33295, -2.97691], [6.23006, -7.07052, -3.65944], [6.39881, -4.65210, -3.18130], [4.55182, -3.49000, -2.01365], [-2.26636, -2.74887, -2.67916], [-2.82641, -3.08141, -1.50864], [-2.14166, -2.99910, -0.36524], [-2.70359, -3.34508, 0.84755], [-1.92982, -3.23245, 2.07574], [-1.33775, -1.85084, 2.36549], [-0.77482, -1.68796, 3.43615], [-1.46604, -1.01546, 1.39883], [-4.01836, -3.75763, 0.94134], [-4.57036, -4.04363, 1.98435], [-4.67787, -3.84207, -0.27122], [-4.19674, -3.55725, -1.54687], [-4.88182, -3.71449, -2.53394], [-1.11830, -2.64252, -0.35644], [-1.09281, -3.93192, 2.04621], [-2.57867, -3.52288, 2.89586], [-5.63142, -4.16856, -0.21628]]
}



2.
{
  "formula": "C44H38Cl3N3OSbZn",
  "method": "ωB97M-V/def2-TZVPD",
  "gap_ev": 6.72,
  "de_lowest_kj_mol": 11.3,
  "total_charge": 1,
  "e_homo_ev": -10.0,
  "elements": ["Zn", "C", "C", "C", "C", "C", "C", "N", "C", "C", "C", "C", "C", "N", "C", "C", "C", "C", "C", "C", "N", "H", "H", "H", "H", "H", "H", "H", "H", "H", "H", "H", "H", "H", "H", "H", "Cl", "C", "C", "C", "Cl", "C", "O", "C", "Cl", "C", "H", "H", "C", "C", "C", "C", "C", "C", "C", "Sb", "C", "C", "C", "C", "C", "C", "C", "C", "C", "C", "C", "C", "C", "C", "H", "H", "H", "H", "H", "H", "H", "H", "H", "H", "H", "H", "H", "H", "H", "H", "H", "H", "H", "H", "H"],
  "xyz": [[0.76336, -0.71598, 1.03472], [2.88008, 0.42572, -1.44178], [2.73935, -1.06861, -1.49820], [3.35571, -1.80255, -2.50811], [3.24606, -3.17572, -2.51164], [2.57892, -3.80507, -1.46684], [2.01779, -3.02349, -0.47935], [2.04557, -1.68193, -0.53483], [1.40618, -3.60360, 0.75416], [1.64628, -4.90214, 1.16928], [1.10234, -5.32248, 2.36979], [0.33649, -4.44787, 3.11881], [0.13102, -3.16186, 2.64672], [0.66645, -2.76798, 1.48981], [-0.68220, -2.14558, 3.38012], [-1.30465, -2.44692, 4.57208], [-2.06937, -1.46881, 5.18694], [-2.21863, -0.24913, 4.56306], [-1.58495, -0.01375, 3.34227], [-1.82442, 1.26473, 2.60315], [-0.79456, -0.94659, 2.78533], [2.21687, 0.89621, -2.16740], [2.64742, 0.80432, -0.44381], [3.90112, 0.71367, -1.69471], [3.91350, -1.28144, -3.27812], [3.69982, -3.76239, -3.30113], [2.50195, -4.88467, -1.43473], [2.27678, -5.56286, 0.59044], [1.28776, -6.32660, 2.72911], [-0.08199, -4.76456, 4.06229], [-1.20668, -3.42262, 5.03096], [-2.55730, -1.67064, 6.13438], [-2.83945, 0.52818, 4.99404], [-2.38476, 1.04984, 1.68872], [-2.41966, 1.96025, 3.19382], [-0.88299, 1.73869, 2.32703], [5.95400, 2.70491, 5.02731], [4.57813, 2.16433, 4.12139], [4.55234, 0.88093, 3.61355], [3.45382, 0.48662, 2.87316], [3.35774, -1.15410, 2.29501], [2.36237, 1.32198, 2.56580], [1.35381, 0.97714, 1.78964], [2.42514, 2.59325, 3.16443], [1.07983, 3.67452, 2.96690], [3.50705, 3.01464, 3.91791], [5.37321, 0.19695, 3.79068], [3.50318, 4.00515, 4.35388], [-0.58466, 2.70269, -3.97598], [-0.21162, 1.23969, -4.08964], [0.11193, 0.74386, -5.35698], [0.42640, -0.59047, -5.57315], [0.41667, -1.48099, -4.50988], [0.10411, -1.01261, -3.24382], [-0.19755, 0.33306, -3.01471], [-0.75498, 0.61343, -0.95181], [-1.24435, 2.67046, -0.66070], [-2.57744, 3.05379, -0.54168], [-2.90391, 4.38348, -0.30669], [-1.89137, 5.32422, -0.17597], [-0.56214, 4.93048, -0.26933], [-0.21287, 3.60390, -0.51040], [1.24330, 3.20089, -0.57870], [-2.70195, -0.17896, -1.41143], [-3.42415, 0.49054, -2.40309], [-4.67641, 0.04705, -2.79981], [-5.21667, -1.08574, -2.20539], [-4.48900, -1.77600, -1.24614], [-3.22570, -1.34501, -0.84087], [-2.45355, -2.16934, 0.16125], [-0.65915, 3.15096, -4.96543], [0.16094, 3.26666, -3.42164], [-1.53832, 2.84365, -3.46858], [0.09891, 1.42933, -6.19841], [0.66545, -0.93478, -6.57374], [0.64005, -2.53253, -4.66519], [0.09365, -1.71935, -2.41515], [-3.37272, 2.32529, -0.62729], [-3.94469, 4.67748, -0.23157], [-2.13463, 6.36397, 0.00924], [0.22790, 5.66592, -0.14706], [1.89721, 4.06109, -0.43397], [1.49530, 2.74629, -1.54244], [1.46810, 2.46801, 0.20125], [-3.00226, 1.37164, -2.88135], [-5.22171, 0.57695, -3.57225], [-6.19948, -1.43997, -2.49668], [-4.90395, -2.67860, -0.80809], [-3.00341, -3.07349, 0.42553], [-2.26619, -1.61115, 1.07761], [-1.48490, -2.47791, -0.24592]]
}



3.
{
  "formula": "C44H38Cl4N5O4P2S2Sn",
  "method": "ωB97M-V/def2-TZVPD",
  "gap_ev": 5.65,
  "de_lowest_kj_mol": 70.1,
  "total_charge": -1,
  "e_homo_ev": -4.0,
  "elements": ["Sn", "C", "C", "C", "C", "C", "C", "P", "C", "C", "C", "C", "C", "C", "C", "C", "C", "C", "C", "C", "C", "C", "C", "C", "H", "H", "H", "H", "H", "H", "H", "H", "H", "H", "H", "H", "H", "H", "H", "H", "Cl", "C", "C", "Cl", "C", "Cl", "C", "O", "C", "O", "C", "Cl", "O", "C", "C", "C", "C", "C", "C", "C", "O", "N", "N", "C", "S", "C", "C", "S", "H", "H", "H", "H", "H", "H", "H", "H", "H", "C", "N", "C", "N", "C", "N", "C", "P", "C", "C", "H", "H", "H", "H", "H", "H", "H", "H", "H", "H", "H", "H", "H"],
  "xyz": [[-0.05796, -0.08940, 1.32001], [3.75321, 5.54814, 3.16385], [4.39949, 4.84160, 2.16281], [3.71029, 3.89172, 1.41815], [2.36549, 3.64142, 1.66985], [1.72432, 4.35305, 2.68512], [2.40950, 5.30271, 3.42212], [1.41325, 2.33358, 0.81661], [2.51813, 1.83092, -0.54671], [3.38465, 0.77855, -0.26151], [4.25521, 0.30009, -1.22880], [4.25703, 0.85782, -2.49846], [3.38189, 1.89184, -2.79690], [2.51470, 2.37364, -1.82781], [0.05206, 3.28581, 0.06283], [0.27051, 4.46983, -0.59311], [-0.79671, 5.20882, -1.13879], [-2.07669, 4.76912, -0.96975], [-2.35000, 3.58622, -0.24258], [-3.68931, 3.20528, 0.02971], [-3.94128, 2.12603, 0.82257], [-2.86994, 1.34270, 1.32175], [-1.55120, 1.62150, 1.04343], [-1.28204, 2.80431, 0.27459], [4.29287, 6.28375, 3.74723], [5.44620, 5.02706, 1.95560], [4.22269, 3.34701, 0.63504], [0.67952, 4.15574, 2.89925], [1.89847, 5.84541, 4.20731], [3.35844, 0.31271, 0.71815], [4.90108, -0.53771, -0.99993], [4.90937, 0.46181, -3.26653], [3.35213, 2.30393, -3.79719], [1.80459, 3.14374, -2.09404], [1.27920, 4.85784, -0.67753], [-0.59693, 6.13010, -1.67162], [-2.91004, 5.33956, -1.36595], [-4.49678, 3.81111, -0.36767], [-4.96515, 1.86992, 1.08012], [-3.09576, 0.49194, 1.95708], [-1.82937, -3.55833, 7.06899], [-0.98291, -2.54830, 5.94345], [0.33351, -2.20403, 6.16144], [1.17887, -2.78768, 7.55756], [0.99666, -1.37538, 5.23931], [2.66410, -0.94636, 5.46966], [0.36154, -0.89011, 4.10766], [0.94356, -0.12119, 3.22066], [-0.99803, -1.28268, 3.85503], [-1.55011, -0.87235, 2.74397], [-1.63734, -2.08159, 4.79420], [-3.29336, -2.51742, 4.47679], [0.23442, 0.81019, -3.96150], [1.19825, -0.00755, -4.43393], [1.81217, 0.31136, -5.64567], [2.83854, -0.47703, -6.13595], [3.26537, -1.59579, -5.42881], [2.63377, -1.92302, -4.23838], [1.59363, -1.15567, -3.72871], [0.90501, -1.50466, -2.43314], [0.27124, -0.55733, -1.84314], [1.04281, -2.74818, -2.05946], [0.39275, -3.08734, -0.85327], [1.16208, -3.16213, 0.14768], [0.57017, -3.62400, 1.76001], [2.20327, -3.68649, 2.53171], [3.03607, -2.58675, 1.90371], [2.88217, -2.73366, 0.10192], [0.08761, 0.47058, -3.01910], [1.47509, 1.19496, -6.17368], [3.31486, -0.21037, -7.07273], [4.07682, -2.20612, -5.80421], [2.93481, -2.79292, -3.66848], [2.66044, -4.66413, 2.37447], [2.05891, -3.51292, 3.59947], [4.09088, -2.68375, 2.16267], [2.67185, -1.60790, 2.22130], [-3.69818, -2.74798, -2.57777], [-3.57365, -1.45284, -1.78891], [-4.83855, -1.25559, -0.96349], [-5.08540, -2.37934, -0.13014], [-5.16296, -3.59284, -0.93538], [-3.95701, -3.84946, -1.71709], [-2.79897, -4.15920, -0.85174], [-2.33686, -2.81350, 0.34664], [-2.34692, -1.46827, -0.91807], [-4.07558, -2.50663, 0.94312], [-2.76188, -2.87522, -3.12090], [-4.52787, -2.59962, -3.27340], [-3.47660, -0.67497, -2.44223], [-5.64981, -1.11636, -1.68263], [-4.68515, -0.34861, -0.37928], [-6.01019, -3.50577, -1.62230], [-5.33188, -4.43894, -0.27062], [-1.92617, -4.35625, -1.47736], [-3.02210, -5.07296, -0.29723], [-1.47445, -1.56843, -1.55989], [-2.28662, -0.48661, -0.44872], [-4.07176, -1.60285, 1.55421], [-4.37603, -3.32094, 1.60340]]
}



4.
{
  "formula": "C44H38ClFN6O6V",
  "method": "ωB97M-V/def2-TZVPD",
  "gap_ev": [3.77, 3.73],
  "de_lowest_kj_mol": 109.6,
  "total_charge": -1,
  "s2": 2.02,
  "multiplicity": 3,
  "e_homo_ev": [-1.9, -1.9],
  "elements": ["V", "C", "O", "C", "C", "C", "C", "C", "C", "N", "N", "C", "C", "C", "C", "O", "C", "N", "C", "C", "C", "C", "H", "H", "H", "H", "H", "H", "H", "H", "H", "H", "H", "H", "C", "C", "C", "C", "C", "C", "C", "F", "C", "C", "C", "O", "C", "C", "N", "C", "C", "O", "O", "H", "H", "H", "H", "H", "H", "H", "H", "H", "H", "H", "C", "C", "C", "C", "C", "C", "H", "H", "H", "H", "H", "N", "C", "N", "O", "H", "H", "H", "H", "Cl", "C", "C", "C", "C", "C", "C", "C", "H", "H", "H", "H", "H", "H"],
  "xyz": [[0.40514, 0.22499, -0.70463], [-0.95157, -9.03887, -3.15588], [0.01092, -8.04742, -2.88317], [0.18997, -7.69648, -1.57595], [1.09689, -6.65895, -1.34625], [1.33711, -6.21540, -0.06434], [0.68107, -6.81264, 1.00547], [-0.17585, -7.87465, 0.78719], [-0.44874, -8.31089, -0.50683], [1.00645, -6.48869, 2.39181], [1.04743, -5.30458, 2.77654], [0.47441, -4.25023, 1.97198], [-0.78937, -4.29848, 1.44908], [-1.31233, -3.24859, 0.66503], [-0.53109, -2.14326, 0.36921], [-0.88707, -1.18840, -0.44674], [0.77658, -2.06767, 0.97449], [1.51710, -0.96964, 0.64419], [2.73108, -0.83841, 1.11203], [3.30669, -1.80355, 1.97053], [2.59156, -2.91887, 2.30477], [1.27842, -3.08824, 1.79108], [-0.97057, -9.15247, -4.23728], [-1.94194, -8.73496, -2.80354], [-0.68052, -9.99500, -2.69659], [1.59443, -6.20429, -2.19152], [2.03328, -5.40279, 0.10019], [-0.65503, -8.35090, 1.63258], [-1.14481, -9.12430, -0.65682], [-1.40950, -5.16666, 1.63906], [-2.31373, -3.31151, 0.26367], [3.27786, 0.04403, 0.79988], [4.31110, -1.64735, 2.33872], [3.00866, -3.68192, 2.94807], [0.31434, 6.73976, 3.43861], [0.96115, 5.54204, 4.12579], [0.57852, 5.40067, 5.59178], [-0.91442, 5.14685, 5.72902], [-1.33580, 3.99563, 4.85507], [-2.48884, 3.28831, 5.12050], [-2.85620, 2.21566, 4.31485], [-3.99866, 1.56835, 4.61828], [-2.09830, 1.80617, 3.25586], [-0.92072, 2.50845, 2.96590], [-0.10681, 2.06130, 1.81483], [-0.47060, 1.04687, 1.20151], [1.04809, 2.86952, 1.53584], [1.32629, 3.93001, 2.34674], [0.60573, 4.30575, 3.41840], [-0.55058, 3.60537, 3.74900], [1.95617, 2.67835, 0.34910], [2.93006, 3.39756, 0.18011], [1.58847, 1.72228, -0.42207], [0.49442, 7.65199, 4.00925], [-0.76137, 6.60132, 3.33422], [0.72344, 6.87238, 2.43785], [2.04795, 5.63089, 4.05129], [0.87326, 6.30442, 6.12740], [1.13329, 4.56260, 6.02081], [-1.47288, 6.04588, 5.45375], [-1.17156, 4.92593, 6.76601], [-3.11873, 3.55783, 5.95862], [-2.37781, 0.96716, 2.63523], [2.19145, 4.53790, 2.10800], [2.80917, -1.82240, -4.52102], [3.34741, -0.74319, -3.83600], [2.68864, -0.22507, -2.72604], [1.47567, -0.74343, -2.25958], [0.97305, -1.84317, -2.96201], [1.61848, -2.37545, -4.06876], [3.31385, -2.23407, -5.38673], [4.27999, -0.29889, -4.16627], [3.13399, 0.62394, -2.21208], [0.03584, -2.28888, -2.64305], [1.18565, -3.22355, -4.58822], [0.14330, 1.89475, -3.92652], [-0.72319, 0.88693, -3.66662], [-1.34068, 0.31953, -4.74396], [-1.01593, 0.54019, -2.52205], [0.57238, 1.98708, -4.82824], [0.64111, 2.26180, -3.13654], [-0.96466, 0.43368, -5.66627], [-1.84100, -0.52597, -4.54237], [-3.61560, 5.38094, -6.04571], [-2.99863, 4.69258, -4.53809], [-1.90178, 5.26550, -3.90075], [-1.42599, 4.73574, -2.72725], [-2.01412, 3.59026, -2.08813], [-1.53048, 3.06104, -0.90961], [-3.12574, 3.03411, -2.80574], [-3.59877, 3.57104, -3.97902], [-1.41699, 6.12988, -4.34056], [-0.56063, 5.19575, -2.26080], [-2.01278, 2.21455, -0.44362], [-0.68198, 3.52845, -0.42758], [-3.59469, 2.14005, -2.41164], [-4.44825, 3.11613, -4.47667]]
}



In the order shown, the computed E values come out to -88188.25177; -145283.71619; -158057.01542; -108401.60030 eV.